This record from the Open Molecules 2025 dataset describes one molecule with the formula C2H6N4S. The level of theory is ωB97M-V/def2-TZVPD.

Summary:
**HOMO**: -9.40 eV
**Kohn-Sham gap**: 0.368 hartree
**Energy relative to the best compared isomer or geometry (same formula, charge and spin)**: 0.7943 eV

CARTESIAN COORDINATES (ANGSTROEM)
C1 0.08 0.48 -1.06
C2 0.32 -0.19 0.29
H1 2.05 0.53 -1.53
H2 1.02 1.17 -2.71
H3 -1.64 1.14 -0.60
H4 1.55 -0.84 1.53
H5 -1.70 -0.79 0.26
H6 -1.50 -0.68 3.12
N1 1.14 0.53 -1.94
N2 -1.04 0.99 -1.39
N3 1.48 -0.10 0.84
N4 -0.86 -0.67 0.87
S1 -0.90 -1.57 2.32

Löwdin charges, unit e, in atom order:
1 C -0.45
2 C -0.44
3 H 0.08
4 H 0.10
5 H 0.03
6 H 0.01
7 H 0.10
8 H -0.15
9 N 0.12
10 N 0.11
11 N 0.12
12 N -0.40
13 S 0.77


This record from the Open Molecules 2025 dataset describes C27H35CoN2O5P as an isolated structure. The level of theory is ωB97M-V/def2-TZVPD.

Summary:
**HOMO (alpha / beta)**: -13.82 / -14.04 eV
**2S+1**: 4
**Net charge**: +2
**Kohn-Sham gap (alpha / beta)**: 0.337 / 0.324 hartree
**Energy relative to the best compared isomer or geometry (same formula, charge and spin)**: 0.2353 eV

CARTESIAN COORDINATES (ANGSTROEM)
Co1 0.49 0.65 0.46
C1 -0.50 2.77 2.71
C2 -1.53 1.66 2.65
O1 -0.93 0.42 2.29
C3 -0.30 -0.32 3.35
C4 1.16 0.02 3.45
O2 1.74 -0.12 2.14
C5 2.64 -1.21 1.93
C6 2.35 -1.80 0.56
O3 1.99 -0.78 -0.38
C7 3.04 -0.11 -1.09
C8 3.55 1.07 -0.30
O4 2.40 1.84 0.07
C9 2.69 2.80 1.10
C10 1.41 3.52 1.43
O5 0.39 2.54 1.63
H1 0.05 2.78 3.65
H2 -1.00 3.74 2.60
H3 -2.27 1.87 1.87
H4 -2.05 1.57 3.61
H5 -0.40 -1.37 3.09
H6 -0.81 -0.14 4.30
H7 1.65 -0.64 4.16
H8 1.32 1.05 3.76
H9 2.49 -1.99 2.68
H10 3.66 -0.85 2.02
H11 1.49 -2.46 0.61
H12 3.21 -2.37 0.19
H13 2.59 0.22 -2.02
H14 3.85 -0.80 -1.31
H15 4.22 1.66 -0.91
H16 4.08 0.75 0.61
H17 3.44 3.51 0.76
H18 3.07 2.26 1.98
H19 1.11 4.19 0.62
H20 1.55 4.12 2.33
N1 -2.17 0.32 -1.08
P1 -1.08 -0.91 -0.58
C11 -2.26 -2.19 -0.08
C12 -3.14 -2.68 -1.05
C13 -4.08 -3.63 -0.70
C14 -4.14 -4.12 0.60
C15 -3.26 -3.64 1.56
C16 -2.32 -2.67 1.22
C17 -0.37 -1.59 -2.11
C18 0.09 -2.90 -2.08
C19 0.72 -3.44 -3.20
C20 0.89 -2.67 -4.34
C21 0.42 -1.36 -4.37
C22 -0.21 -0.82 -3.26
C23 -1.71 1.58 -1.39
C24 -2.55 2.53 -1.98
C25 -2.00 3.73 -2.38
C26 -0.63 3.95 -2.20
C27 0.11 2.99 -1.58
N2 -0.42 1.82 -1.13
H21 -3.14 0.11 -1.22
H22 -3.08 -2.33 -2.08
H23 -4.77 -4.01 -1.45
H24 -4.87 -4.87 0.87
H25 -3.30 -4.02 2.57
H26 -1.65 -2.30 1.97
H27 -0.06 -3.52 -1.21
H28 1.07 -4.47 -3.18
H29 1.37 -3.09 -5.21
H30 0.53 -0.77 -5.27
H31 -0.58 0.20 -3.30
H32 -3.59 2.31 -2.14
H33 -2.63 4.47 -2.85
H34 -0.16 4.86 -2.55
H35 1.17 3.11 -1.42

Löwdin charges, unit e, in atom order:
1 Co 0.73
2 C -0.13
3 C -0.12
4 O -0.22
5 C -0.13
6 C -0.12
7 O -0.20
8 C -0.12
9 C -0.13
10 O -0.24
11 C -0.11
12 C -0.13
13 O -0.21
14 C -0.13
15 C -0.13
16 O -0.21
17 H 0.13
18 H 0.15
19 H 0.14
20 H 0.14
21 H 0.11
22 H 0.15
23 H 0.15
24 H 0.13
25 H 0.14
26 H 0.13
27 H 0.13
28 H 0.15
29 H 0.14
30 H 0.15
31 H 0.15
32 H 0.13
33 H 0.15
34 H 0.14
35 H 0.13
36 H 0.15
37 N -0.08
38 P 1.07
39 C -0.35
40 C -0.08
41 C -0.05
42 C -0.05
43 C -0.06
44 C -0.08
45 C -0.36
46 C -0.10
47 C -0.06
48 C -0.06
49 C -0.06
50 C -0.08
51 C -0.38
52 C 0.01
53 C -0.02
54 C -0.04
55 C -0.12
56 N 0.05
57 H 0.12
58 H 0.12
59 H 0.12
60 H 0.12
61 H 0.12
62 H 0.07
63 H 0.11
64 H 0.12
65 H 0.12
66 H 0.11
67 H 0.10
68 H 0.13
69 H 0.13
70 H 0.12
71 H 0.11


This record from the Open Molecules 2025 dataset describes C33H34LaN5O2S2 as an isolated structure. The level of theory is ωB97M-V/def2-TZVPD.

Summary:
**HOMO**: -13.28 eV
**Net charge**: +2
**Kohn-Sham gap**: 0.292 hartree

CARTESIAN COORDINATES (ANGSTROEM)
La1 -0.88 0.22 -0.12
O1 -2.70 -2.24 1.63
S1 -3.19 -1.06 0.99
O2 -2.80 -0.98 -0.46
N1 -2.44 0.27 1.52
C1 -2.05 0.53 2.83
C2 -2.67 0.09 3.98
C3 -2.28 0.54 5.24
C4 -1.27 1.46 5.38
C5 -0.58 1.92 4.24
C6 0.44 2.90 4.30
C7 1.05 3.31 3.15
C8 0.69 2.71 1.94
N2 -0.24 1.78 1.83
C9 -0.93 1.42 2.97
C10 -4.91 -0.87 1.22
C11 -5.56 0.21 0.63
C12 -6.88 0.44 0.95
C13 -7.53 -0.39 1.86
C14 -6.87 -1.48 2.43
C15 -5.55 -1.72 2.11
H1 -3.51 -0.60 3.89
H2 -2.80 0.19 6.12
H3 -1.00 1.84 6.36
H4 0.71 3.32 5.26
H5 1.82 4.08 3.16
H6 1.20 3.00 1.02
H7 -5.02 0.83 -0.08
H8 -7.41 1.26 0.49
H9 -8.56 -0.19 2.13
H10 -7.39 -2.13 3.11
H11 -5.00 -2.56 2.53
C16 1.97 -0.89 0.93
C17 3.06 -1.95 1.28
N3 2.55 -3.28 1.00
C18 2.19 -3.39 -0.41
C19 1.06 -2.38 -0.75
N4 0.73 -1.57 0.45
C20 0.27 -2.50 1.52
C21 1.38 -3.54 1.83
H12 2.33 -0.22 0.14
H13 1.72 -0.30 1.81
H14 3.33 -1.89 2.33
H15 3.96 -1.79 0.68
H16 1.87 -4.42 -0.61
H17 3.08 -3.19 -1.00
H18 0.15 -2.90 -1.06
H19 1.39 -1.71 -1.55
H20 -0.63 -3.00 1.17
H21 0.01 -1.92 2.41
H22 1.04 -4.55 1.62
H23 1.68 -3.50 2.88
N5 0.48 1.31 -1.78
S2 0.61 1.08 -3.39
C22 1.87 -0.19 -3.60
C23 1.55 -1.31 -4.35
C24 2.50 -2.32 -4.48
C25 3.73 -2.21 -3.85
C26 4.03 -1.08 -3.10
C27 3.10 -0.06 -2.97
C28 1.56 2.50 -3.98
C29 2.36 2.38 -5.10
C30 3.09 3.48 -5.53
C31 3.00 4.69 -4.84
C32 2.16 4.81 -3.75
C33 1.42 3.71 -3.31
H24 1.30 1.82 -1.46
H25 0.59 -1.39 -4.84
H26 2.27 -3.20 -5.07
H27 4.46 -3.00 -3.96
H28 5.00 -0.98 -2.63
H29 3.34 0.83 -2.41
H30 2.44 1.44 -5.63
H31 3.72 3.40 -6.40
H32 3.58 5.54 -5.17
H33 2.06 5.75 -3.23
H34 0.74 3.81 -2.48

Löwdin charges, unit e, in atom order:
1 La 2.07
2 O -0.27
3 S 0.62
4 O -0.50
5 N -0.34
6 C -0.27
7 C 0.01
8 C -0.04
9 C -0.01
10 C -0.14
11 C 0.03
12 C -0.02
13 C -0.12
14 N -0.04
15 C -0.17
16 C -0.30
17 C -0.05
18 C -0.04
19 C -0.03
20 C -0.04
21 C -0.05
22 H 0.11
23 H 0.12
24 H 0.13
25 H 0.14
26 H 0.12
27 H 0.11
28 H 0.12
29 H 0.12
30 H 0.12
31 H 0.12
32 H 0.12
33 C -0.15
34 C -0.13
35 N -0.15
36 C -0.12
37 C -0.13
38 N -0.33
39 C -0.14
40 C -0.12
41 H 0.10
42 H 0.11
43 H 0.13
44 H 0.12
45 H 0.13
46 H 0.11
47 H 0.13
48 H 0.08
49 H 0.10
50 H 0.12
51 H 0.13
52 H 0.13
53 N -0.56
54 S 1.09
55 C -0.45
56 C -0.08
57 C -0.05
58 C -0.05
59 C -0.05
60 C -0.09
61 C -0.39
62 C -0.07
63 C -0.04
64 C -0.04
65 C -0.05
66 C -0.09
67 H -0.01
68 H 0.12
69 H 0.12
70 H 0.12
71 H 0.12
72 H 0.12
73 H 0.12
74 H 0.12
75 H 0.12
76 H 0.12
77 H 0.10


This record from the Open Molecules 2025 dataset describes one molecule with the formula C19H24F3N3. The level of theory is ωB97M-V/def2-TZVPD.

Summary:
**HOMO**: -7.99 eV
**Kohn-Sham gap**: 0.314 hartree
**Energy relative to the best compared isomer or geometry (same formula, charge and spin)**: 2.8714 eV

CARTESIAN COORDINATES (ANGSTROEM)
F1 -1.67 -0.55 -5.15
F2 -4.87 -3.06 -2.72
F3 4.27 -2.25 1.73
N1 0.09 -0.69 1.26
C1 -0.70 -1.41 0.48
C2 -0.02 0.59 0.77
C3 -1.09 0.80 -0.13
C4 -3.27 -1.81 -3.97
C5 -1.43 -0.72 -2.72
C6 -3.21 -1.97 -1.55
C7 -2.16 -0.98 -3.98
C8 -3.81 -2.28 -2.77
C9 -2.05 -1.14 -1.56
N2 -1.43 -0.56 -0.39
N3 1.76 1.37 2.26
C10 -0.74 -2.99 0.52
C11 0.68 1.80 1.46
C12 -3.03 2.14 0.24
C13 -2.04 2.28 -1.96
C14 -1.73 2.15 -0.48
C15 3.87 0.85 3.07
C16 4.94 -0.10 2.61
C17 3.05 -0.26 1.00
C18 3.09 1.02 1.82
C19 4.39 -0.94 1.37
H1 -3.87 -1.98 -4.93
H2 -0.52 -0.18 -2.73
H3 -3.65 -2.33 -0.57
H4 1.40 0.61 2.82
H5 -1.62 -3.44 0.94
H6 -0.72 -3.29 -0.55
H7 0.11 -3.53 1.08
H8 1.17 2.24 0.61
H9 -0.11 2.49 1.89
H10 -3.64 1.38 -0.24
H11 -3.41 3.20 0.19
H12 -2.82 1.97 1.33
H13 -2.75 1.46 -2.19
H14 -2.60 3.21 -2.32
H15 -1.07 2.23 -2.54
H16 -1.15 3.04 -0.10
H17 3.28 0.38 3.79
H18 4.34 1.79 3.49
H19 5.33 -0.71 3.42
H20 5.80 0.59 2.30
H21 2.33 -0.95 1.43
H22 2.80 -0.30 -0.12
H23 3.50 1.81 1.19
H24 4.98 -0.97 0.57

Löwdin charges, unit e, in atom order:
1 F 0.08
2 F 0.10
3 F -0.02
4 N 0.13
5 C -0.26
6 C -0.20
7 C -0.12
8 C 0.05
9 C 0.05
10 C 0.06
11 C -0.23
12 C -0.30
13 C -0.21
14 N 0.05
15 N -0.06
16 C 0.00
17 C -0.17
18 C -0.09
19 C -0.09
20 C -0.39
21 C -0.17
22 C -0.11
23 C -0.08
24 C -0.37
25 C -0.31
26 H 0.16
27 H 0.12
28 H 0.15
29 H 0.10
30 H 0.05
31 H 0.07
32 H 0.10
33 H 0.11
34 H 0.13
35 H 0.08
36 H 0.10
37 H 0.10
38 H 0.07
39 H 0.11
40 H 0.10
41 H 0.15
42 H 0.10
43 H 0.14
44 H 0.11
45 H 0.13
46 H 0.09
47 H 0.15
48 H 0.16
49 H 0.09


This record from the Open Molecules 2025 dataset describes one molecule with the formula C7H14N2O2S2. The level of theory is ωB97M-V/def2-TZVPD.

Summary:
**HOMO**: -7.98 eV
**Kohn-Sham gap**: 0.307 hartree
**Energy relative to the best compared isomer or geometry (same formula, charge and spin)**: 4.2317 eV

CARTESIAN COORDINATES (ANGSTROEM)
C1 0.57 0.00 -0.95
C2 1.21 -3.95 0.08
C3 0.73 1.84 0.42
C4 -0.31 2.39 -0.55
C5 0.08 -4.07 1.02
C6 -2.40 3.51 0.22
C7 -1.76 2.16 -0.16
N1 0.71 0.39 0.31
N2 1.09 -1.15 -1.37
O1 2.18 -1.54 1.13
O2 3.26 -2.63 -0.71
S1 -0.08 1.23 -2.02
S2 1.96 -2.46 -0.03
H1 1.18 -4.11 -0.97
H2 1.68 2.29 0.08
H3 0.55 2.25 1.34
H4 -0.23 3.40 -0.80
H5 -0.14 -5.07 1.08
H6 -0.81 -3.66 0.79
H7 0.51 -3.84 1.94
H8 -1.95 4.09 0.91
H9 -3.41 3.36 0.60
H10 -2.46 4.08 -0.72
H11 -2.30 1.67 -0.94
H12 -1.89 1.48 0.71
H13 1.29 -0.22 0.83
H14 0.74 -1.44 -2.21

Löwdin charges, unit e, in atom order:
1 C -0.65
2 C -0.30
3 C -0.17
4 C -0.48
5 C -0.16
6 C -0.09
7 C -0.29
8 N 0.05
9 N 0.02
10 O -0.35
11 O -0.37
12 S 1.03
13 S 0.74
14 H 0.04
15 H 0.14
16 H 0.10
17 H 0.09
18 H 0.05
19 H 0.04
20 H 0.06
21 H 0.03
22 H 0.08
23 H 0.09
24 H 0.07
25 H 0.13
26 H 0.05
27 H 0.06


This record from the Open Molecules 2025 dataset describes one molecule with the formula C6H11ISi. The level of theory is ωB97M-V/def2-TZVPD.

Summary:
**HOMO (alpha / beta)**: -7.31 / -7.41 eV
**Kohn-Sham gap (alpha / beta)**: 0.244 / 0.245 hartree
**Energy relative to the best compared isomer or geometry (same formula, charge and spin)**: 3.2369 eV

CARTESIAN COORDINATES (ANGSTROEM)
C1 3.13 2.88 -0.05
C2 3.22 1.68 -0.32
C3 -1.10 1.25 -0.03
C4 -1.47 -1.68 -1.38
C5 -1.58 -1.40 1.75
C6 3.49 0.43 -0.69
Si1 -0.98 -0.64 0.11
I1 1.51 -1.02 0.14
H1 2.85 3.94 -0.12
H2 -2.13 1.75 0.31
H3 -0.35 1.69 0.46
H4 -0.98 1.47 -1.12
H5 -2.62 -1.61 -1.55
H6 -0.88 -1.37 -2.27
H7 -1.34 -2.67 -1.25
H8 -1.84 -2.42 1.69
H9 -0.72 -1.44 2.34
H10 -2.50 -0.85 2.20
H11 4.31 0.01 -0.22

Löwdin charges, unit e, in atom order:
1 C 0.10
2 C -0.41
3 C -0.23
4 C -0.26
5 C -0.23
6 C -0.26
7 Si 0.24
8 I 0.83
9 H 0.04
10 H 0.09
11 H -0.06
12 H 0.05
13 H 0.07
14 H 0.04
15 H -0.03
16 H 0.00
17 H -0.03
18 H 0.07
19 H -0.03


This record from the Open Molecules 2025 dataset describes a 12-piece molecular cluster, C42H100O32S6 overall. The level of theory is ωB97M-V/def2-TZVPD.

Summary:
**HOMO**: -9.09 eV
**Kohn-Sham gap**: 0.344 hartree

CARTESIAN COORDINATES (ANGSTROEM)
C1 2.14 3.94 4.16
C2 1.12 2.83 4.42
C3 1.16 1.69 3.48
O1 1.02 0.52 4.32
C4 1.38 0.88 5.60
O2 1.47 0.10 6.47
O3 1.55 2.20 5.67
H1 2.97 3.50 3.67
H2 2.53 4.26 5.16
H3 1.75 4.82 3.63
H4 0.11 3.22 4.55
H5 2.11 1.60 2.94
H6 0.45 1.65 2.71
C5 0.42 -2.05 -4.60
C6 0.36 -0.55 -4.85
C7 1.66 0.13 -5.33
O4 1.23 0.93 -6.41
C8 -0.07 0.58 -6.84
O5 -0.58 1.13 -7.76
O6 -0.52 -0.28 -5.98
H7 -0.46 -2.58 -4.50
H8 0.96 -2.16 -3.62
H9 1.13 -2.54 -5.29
H10 -0.16 0.00 -4.07
H11 2.45 -0.62 -5.52
H12 2.05 0.75 -4.50
C9 -2.11 -1.58 -2.05
O7 -1.15 -0.50 -2.03
C10 -0.81 -0.16 -0.64
C11 -0.19 1.22 -0.60
O8 0.94 1.13 -1.44
C12 1.75 2.28 -1.58
H13 -1.77 -2.38 -1.37
H14 -2.24 -2.07 -3.01
H15 -3.09 -1.37 -1.69
H16 -0.15 -0.99 -0.20
H17 -1.73 -0.06 -0.06
H18 0.07 1.55 0.42
H19 -0.83 1.95 -1.11
H20 2.43 2.05 -2.39
H21 2.32 2.54 -0.66
H22 1.18 3.16 -1.83
C13 -0.76 5.51 0.44
O9 -0.47 6.63 -0.37
C14 0.56 6.23 -1.29
C15 1.93 6.10 -0.53
O10 2.88 5.72 -1.45
C16 4.04 5.35 -0.78
H23 -1.60 4.83 -0.01
H24 -1.17 5.86 1.38
H25 0.12 4.90 0.80
H26 0.56 6.87 -2.15
H27 0.30 5.24 -1.64
H28 1.95 5.34 0.30
H29 2.13 7.07 -0.06
H30 4.23 6.08 0.03
H31 4.85 5.26 -1.50
H32 3.78 4.35 -0.40
C17 -5.54 0.16 0.70
O11 -5.72 -0.05 2.09
C18 -6.96 -0.76 2.34
C19 -7.09 -1.03 3.82
O12 -6.30 -2.03 4.38
C20 -6.53 -3.41 4.02
H33 -6.39 0.65 0.28
H34 -5.39 -0.78 0.13
H35 -4.68 0.75 0.62
H36 -7.03 -1.71 1.77
H37 -7.78 -0.11 2.09
H38 -8.18 -1.14 4.02
H39 -6.72 -0.08 4.28
H40 -6.52 -3.64 2.98
H41 -7.46 -3.81 4.46
H42 -5.74 -4.03 4.48
C21 5.88 -3.14 -3.39
O13 5.09 -3.41 -2.31
C22 4.27 -4.46 -2.66
C23 3.15 -4.66 -1.60
O14 2.05 -3.84 -1.92
C24 0.81 -4.42 -1.61
H43 6.76 -2.62 -3.02
H44 5.32 -2.37 -3.98
H45 6.06 -4.02 -4.08
H46 4.93 -5.37 -2.59
H47 3.74 -4.40 -3.61
H48 3.56 -4.48 -0.62
H49 2.75 -5.69 -1.61
H50 0.19 -3.53 -1.44
H51 0.87 -5.11 -0.75
H52 0.42 -5.00 -2.44
O15 3.22 -2.39 0.54
S1 3.16 -1.01 0.10
O16 2.27 -0.03 0.69
O17 4.57 -0.33 0.39
C25 5.77 -1.00 -0.13
C26 6.29 -2.08 0.86
C27 2.97 -0.97 -1.64
H53 6.48 -0.19 -0.31
H54 5.56 -1.28 -1.15
H55 7.07 -2.50 0.28
H56 5.43 -2.80 1.07
H57 6.56 -1.58 1.76
H58 3.77 -1.54 -2.06
H59 3.16 0.08 -1.88
H60 1.94 -1.29 -1.93
O18 -1.10 -1.91 5.15
S2 -0.65 -3.16 5.62
O19 -1.54 -4.30 5.64
O20 0.53 -3.65 4.81
C28 1.52 -2.73 4.26
C29 2.64 -3.59 3.77
C30 0.09 -2.89 7.27
H61 1.82 -2.10 5.10
H62 1.04 -2.16 3.48
H63 3.34 -3.95 4.59
H64 3.19 -2.89 3.18
H65 2.30 -4.55 3.20
H66 0.43 -3.79 7.72
H67 -0.85 -2.55 7.82
H68 0.87 -2.12 7.28
O21 6.65 2.91 -3.17
S3 6.01 1.76 -3.68
O22 5.71 0.69 -2.80
O23 4.72 2.12 -4.47
C31 4.62 3.47 -5.10
C32 3.49 4.17 -4.42
C33 7.03 1.11 -5.08
H69 4.43 3.30 -6.20
H70 5.56 3.97 -4.99
H71 2.47 3.71 -4.55
H72 3.33 5.21 -4.69
H73 3.74 4.26 -3.33
H74 6.53 0.21 -5.46
H75 8.01 0.98 -4.72
H76 6.98 1.86 -5.87
O24 -1.81 3.88 2.65
S4 -2.53 2.64 2.47
O25 -1.83 1.61 1.70
O26 -2.85 2.09 3.94
C34 -2.76 0.63 4.23
C35 -3.82 0.41 5.33
C36 -4.12 3.18 1.95
H77 -1.72 0.36 4.48
H78 -3.19 0.01 3.33
H79 -4.78 0.66 4.87
H80 -3.48 0.97 6.17
H81 -3.96 -0.67 5.55
H82 -4.08 3.65 0.93
H83 -4.42 4.00 2.70
H84 -4.84 2.42 2.08
O27 -2.85 2.91 -2.02
S5 -2.71 2.66 -3.41
O28 -1.49 2.19 -3.92
O29 -3.93 1.63 -3.88
C37 -5.19 1.72 -3.16
C38 -6.23 1.22 -4.20
C39 -3.14 4.25 -4.35
H85 -5.31 2.68 -2.83
H86 -5.12 1.06 -2.25
H87 -7.13 1.07 -3.61
H88 -5.96 0.26 -4.69
H89 -6.29 2.09 -4.93
H90 -2.35 4.87 -4.03
H91 -4.09 4.58 -3.92
H92 -3.16 4.10 -5.43
O30 -2.33 -4.07 0.44
S6 -3.48 -3.77 1.32
O31 -4.79 -3.58 0.76
O32 -3.67 -4.99 2.37
C40 -2.43 -5.79 2.81
C41 -2.69 -7.18 2.21
C42 -3.12 -2.41 2.40
H93 -2.52 -5.79 3.89
H94 -1.51 -5.40 2.46
H95 -3.56 -7.66 2.66
H96 -1.89 -7.89 2.25
H97 -2.87 -7.09 1.14
H98 -2.46 -2.82 3.18
H99 -4.05 -2.03 2.84
H100 -2.65 -1.69 1.77

Löwdin population analysis, charges in e, atoms 1 to 99:
1 C 0.00
2 C -0.28
3 C -0.09
4 O 0.05
5 C -0.57
6 O 0.16
7 O 0.09
8 H 0.07
9 H 0.10
10 H 0.09
11 H 0.15
12 H 0.14
13 H 0.09
14 C 0.00
15 C -0.26
16 C -0.11
17 O 0.03
18 C -0.55
19 O 0.15
20 O 0.09
21 H 0.05
22 H 0.08
23 H 0.09
24 H 0.12
25 H 0.13
26 H 0.12
27 C -0.08
28 O -0.20
29 C -0.15
30 C -0.20
31 O -0.23
32 C -0.07
33 H 0.06
34 H 0.08
35 H 0.06
36 H 0.15
37 H 0.09
38 H 0.11
39 H 0.10
40 H 0.07
41 H 0.09
42 H 0.07
43 C -0.14
44 O -0.17
45 C -0.15
46 C -0.23
47 O -0.21
48 C -0.10
49 H 0.11
50 H 0.07
51 H 0.08
52 H 0.12
53 H 0.09
54 H 0.12
55 H 0.13
56 H 0.10
57 H 0.08
58 H 0.09
59 C -0.11
60 O -0.20
61 C -0.18
62 C -0.23
63 O -0.18
64 C -0.07
65 H 0.08
66 H 0.10
67 H 0.05
68 H 0.13
69 H 0.12
70 H 0.14
71 H 0.12
72 H 0.06
73 H 0.09
74 H 0.10
75 C -0.14
76 O -0.21
77 C -0.22
78 C -0.19
79 O -0.23
80 C -0.09
81 H 0.09
82 H 0.10
83 H 0.11
84 H 0.15
85 H 0.13
86 H 0.11
87 H 0.12
88 H 0.08
89 H 0.10
90 H 0.09
91 O -0.29
92 S 0.61
93 O -0.27
94 O -0.25
95 C -0.23
96 C -0.03
97 C -0.10
98 H 0.12
99 H 0.06